Record 1
Density functional theory data (ωB97M-V/def2-TZVPD) for 6 unconnected molecules or ions with the total composition C36H34ClN5O14.

Element x y z (Å)
C: -0.680035 -0.488753 -2.572966
C: -0.342720 -2.044686 -2.921846
O: -0.560014 -2.366790 -4.330942
C: 0.678355 -2.249478 -5.096501
C: 0.760239 -0.765414 -5.697636
O: 1.719355 -0.501961 -6.787897
C: 1.137623 0.703648 -7.346671
O: 1.633965 1.824380 -7.497494
O: -0.219030 0.246059 -7.624100
C: -0.634841 -0.154558 -6.270750
Cl: -1.193151 1.461597 -5.570714
H: -0.277830 -0.297908 -1.505848
H: -0.152265 0.249288 -3.263095
H: -1.811549 -0.310869 -2.523973
H: 0.727535 -2.270105 -2.552929
H: -1.070511 -2.672461 -2.284304
H: 0.569441 -2.968742 -5.995589
H: 1.604902 -2.564991 -4.506777
H: 1.260366 -0.169539 -4.840546
H: -1.555594 -0.817185 -6.192557
O: -0.342784 -2.041197 -0.146412
N: -0.407128 -2.138600 1.073437
O: 0.230604 -1.449237 1.855453
C: -1.305054 -3.152138 1.631180
C: -2.021996 -3.983530 0.772121
C: -2.855308 -4.960473 1.306565
C: -2.971849 -5.099100 2.686993
C: -2.261223 -4.258941 3.539624
C: -1.423038 -3.280854 3.014033
H: -1.940235 -3.886186 -0.304964
H: -3.412747 -5.617242 0.646740
H: -3.618967 -5.866509 3.100568
H: -2.358098 -4.369648 4.613482
H: -0.872320 -2.634747 3.688998
O: -2.934666 6.077523 -0.204094
N: -3.435918 6.701571 -1.129051
O: -4.157537 7.679395 -0.993012
C: -3.156511 6.243447 -2.492178
C: -2.368825 5.110466 -2.689148
C: -2.125987 4.665362 -3.984295
C: -2.663231 5.351216 -5.069555
C: -3.440532 6.487998 -4.866747
C: -3.691114 6.939031 -3.574932
H: -1.944372 4.566891 -1.852243
H: -1.519347 3.780401 -4.148671
H: -2.475929 4.997231 -6.079042
H: -3.854379 7.020416 -5.716672
H: -4.300910 7.824160 -3.430296
O: 3.871960 -2.188298 -1.846487
N: 3.163974 -1.202326 -1.988652
O: 2.247448 -1.119976 -2.799542
C: 3.429562 -0.041188 -1.138324
C: 4.486048 -0.081136 -0.229538
C: 4.749243 1.033370 0.559299
C: 3.959429 2.173100 0.441474
C: 2.899529 2.203051 -0.460427
C: 2.630255 1.094357 -1.255677
H: 5.109029 -0.962944 -0.127988
H: 5.571529 1.015281 1.263668
H: 4.171698 3.042923 1.055248
H: 2.285346 3.093338 -0.545736
H: 1.803331 1.131706 -1.956663
O: 5.535133 2.416540 3.106798
N: 6.318712 1.633746 3.628921
O: 6.003900 0.548425 4.093771
C: 7.727608 2.026825 3.704979
C: 8.121268 3.272697 3.219221
C: 9.456066 3.651359 3.315285
C: 10.386001 2.788476 3.887877
C: 9.988423 1.541489 4.361730
C: 8.655239 1.155310 4.272499
H: 7.406669 3.954227 2.771007
H: 9.771956 4.621535 2.946277
H: 11.426302 3.089850 3.966216
H: 10.718266 0.871897 4.804415
H: 8.357763 0.182379 4.648286
O: -4.466428 -4.598158 5.622933
N: -5.429412 -5.144341 5.101874
O: -5.405132 -6.261408 4.603583
C: -6.695086 -4.408955 5.068132
C: -6.754781 -3.118543 5.591892
C: -7.952991 -2.414779 5.536012
C: -9.079437 -3.000314 4.965437
C: -9.015999 -4.293161 4.453454
C: -7.821344 -5.003603 4.502359
H: -5.884402 -2.650988 6.038955
H: -8.008710 -1.407301 5.934807
H: -10.011800 -2.445629 4.918565
H: -9.898026 -4.745497 4.012529
H: -7.784267 -6.008928 4.097121

Atoms 1-2, force components in eV/Å:
0.41 -0.56 0.80
-0.74 0.82 1.45

Values from the calculation:
**SMILES**: CCOC[C@H]1OC(=O)O[C@@H]1Cl.O=[N+]([O-])c1ccccc1.O=[N+]([O-])c1ccccc1.O=[N+]([O-])c1ccccc1.O=[N+]([O-])c1ccccc1.O=[N+]([O-])c1ccccc1
**Spin multiplicity**: 1
**Kohn-Sham gap**: 8.75 eV

Record 2
Density functional theory data (ωB97M-V/def2-TZVPD) for 6 unconnected molecules or ions with the total composition C27H69N5O6.

Element x y z (Å)
C: 5.225805 1.827650 5.165940
C: 4.003481 0.940593 5.112289
C: 2.865665 1.606088 6.016000
C: 3.599927 1.122391 3.615392
C: 2.753411 -0.067430 3.028683
C: 3.234268 -1.390622 3.443568
C: 3.577938 -1.562044 4.899123
C: 2.252004 -1.688146 5.755857
C: 4.426783 -2.832522 4.899968
N: 4.405444 -0.428891 5.429018
O: 4.798732 -0.500729 6.751657
H: 5.991959 1.542031 4.445152
H: 5.087168 2.908668 5.149224
H: 5.760204 1.565924 6.079188
H: 2.388116 2.516746 5.654392
H: 2.050489 0.882931 5.990951
H: 3.166635 1.710340 7.058423
H: 3.024234 1.969625 3.242732
H: 4.555934 1.173736 3.094326
H: 1.714851 0.089584 3.319953
H: 2.788755 0.063502 1.947158
H: 4.061381 -1.724110 2.816855
H: 2.439079 -2.091481 3.189462
H: 2.311145 -1.205121 6.731199
H: 2.221885 -2.659026 6.250428
H: 1.357809 -1.447909 5.180709
H: 4.543616 -3.099608 5.950263
H: 5.415916 -2.909673 4.448562
H: 3.754009 -3.492987 4.352910
H: 5.529240 -1.104633 6.599161
C: 0.685846 -6.168743 -2.641705
O: 0.566393 -4.962124 -1.907081
C: 0.996950 -5.051737 -0.553921
C: 0.661947 -3.712322 0.205746
C: 1.103523 -3.763605 1.670555
N: -0.782735 -3.449601 0.248962
H: 1.672220 -6.620463 -2.536247
H: 0.523367 -6.027149 -3.710179
H: -0.163878 -6.824192 -2.450813
H: 0.637522 -5.926458 -0.011913
H: 2.071643 -5.160773 -0.699693
H: 1.224487 -2.965324 -0.354283
H: 2.173545 -3.936674 1.555658
H: 0.753722 -4.653516 2.193820
H: 0.837002 -2.810229 2.126765
H: -1.321168 -4.160142 0.723649
H: -1.117682 -3.378390 -0.701226
C: -0.987156 4.567371 -0.921640
O: -2.283790 5.108579 -1.343629
C: -3.427536 4.338313 -1.279938
C: -4.657245 5.185644 -1.919605
C: -4.705541 6.679305 -1.457163
N: -5.915809 4.545749 -1.625412
H: -0.904501 3.966798 -0.015777
H: -0.299024 5.412604 -0.908844
H: -0.743232 3.853729 -1.708597
H: -3.473009 3.426232 -1.875023
H: -3.501450 4.178642 -0.204228
H: -4.645891 5.108756 -3.006835
H: -4.986793 6.684072 -0.404083
H: -5.481928 7.287612 -1.921170
H: -3.710807 7.105486 -1.587425
H: -6.705980 5.099854 -1.923214
H: -6.112879 3.721161 -2.174339
C: -3.112639 -0.874269 -2.166877
O: -4.401696 -1.367199 -2.564500
C: -5.271521 -0.290143 -3.009183
C: -6.677616 -0.639046 -3.365608
C: -7.513387 -0.925340 -2.113814
N: -6.732765 -1.926468 -4.080482
H: -3.194702 -0.496054 -1.147901
H: -2.635247 -0.147240 -2.823851
H: -2.384171 -1.682550 -2.102624
H: -5.194665 0.501809 -2.264195
H: -4.786524 0.088456 -3.908927
H: -7.234471 0.146633 -3.876195
H: -7.684174 0.100012 -1.785808
H: -6.996339 -1.515939 -1.357534
H: -8.509313 -1.353453 -2.227646
H: -6.201288 -1.741194 -4.919112
H: -5.994016 -2.471896 -3.659926
C: 0.455424 -1.380268 -3.564865
O: 1.544590 -0.489547 -3.360127
C: 1.591292 0.607490 -4.184207
C: 2.598135 1.653718 -3.668760
C: 2.520823 2.942499 -4.486379
N: 3.939689 1.182623 -3.742942
H: -0.555395 -0.972425 -3.565761
H: 0.407652 -2.216593 -2.867447
H: 0.646849 -1.929524 -4.486693
H: 1.961957 0.388855 -5.185654
H: 0.646490 1.140155 -4.292408
H: 2.522366 1.950834 -2.622776
H: 3.376423 3.577215 -4.255733
H: 1.629971 3.491394 -4.181104
H: 2.483722 2.910014 -5.575262
H: 4.102238 0.870154 -4.689549
H: 4.004279 0.357133 -3.164584
C: 0.746952 1.177790 0.058951
C: 0.503587 -0.335259 0.015738
O: -0.828872 -0.533353 0.308888
H: -0.032015 1.571071 -0.594230
H: 1.683109 1.566786 -0.341565
H: 0.609123 1.559808 1.070464
H: 1.138885 -0.948031 0.655272
H: 0.606147 -0.559467 -1.046006
H: -1.064907 -1.402527 0.641207

Atoms 1-2, force components in eV/Å:
1.84 -0.46 1.56
-1.30 2.99 -0.83

Values from the calculation:
**SMILES**: CC1(C)CCCC(C)(C)N1O.COC[C@H](C)N.COC[C@H](C)N.COC[C@H](C)N.COC[C@H](C)N.CCO
**Spin multiplicity**: 1
**Kohn-Sham gap**: 8.66 eV

Record 3
Density functional theory data (ωB97M-V/def2-TZVPD) for 7 unconnected molecules or ions with the total composition C18H51NO9P.

Element x y z (Å)
C: 2.209219 -2.498153 0.392556
C: 2.377335 -2.074383 1.829184
O: 1.356350 -1.172130 2.319152
P: 1.239623 0.316372 1.708937
O: 0.600740 1.154324 2.742025
C: 2.842207 1.031273 1.265356
C: 3.622928 0.445173 0.074728
N: 2.818297 0.382240 -1.127770
O: 0.229724 0.267700 0.453877
C: -0.917621 -0.557936 0.721814
C: -2.115348 -0.021497 -0.030588
H: 1.359045 -3.182617 0.355160
H: 1.999726 -1.669356 -0.286186
H: 3.070102 -3.075857 0.076323
H: 3.355387 -1.650301 2.028768
H: 2.292351 -2.954657 2.458639
H: 3.446438 1.091641 2.171301
H: 2.602229 2.056704 1.005661
H: 4.455783 1.157588 -0.108711
H: 4.093809 -0.513311 0.289263
H: 2.195692 1.186025 -1.039491
H: -0.700263 -1.565952 0.384511
H: -1.168167 -0.573199 1.775757
H: -2.690230 -0.881860 -0.370247
H: -1.861909 0.553138 -0.913417
H: -2.789437 0.531937 0.603012
C: 5.223131 1.955094 -3.958418
C: 5.895546 2.380519 -2.670082
O: 6.540571 1.265457 -2.056089
H: 4.494010 1.172634 -3.742343
H: 4.713188 2.795522 -4.433813
H: 5.958393 1.550728 -4.662908
H: 5.153439 2.756755 -1.968609
H: 6.638064 3.168996 -2.859099
H: 7.198038 0.930773 -2.675799
C: 0.029795 -6.028838 1.763830
C: 1.505146 -6.223321 1.467549
O: 2.306490 -5.926707 2.609899
H: -0.158116 -5.003704 2.083590
H: -0.579979 -6.238287 0.883655
H: -0.292363 -6.689918 2.573251
H: 1.822121 -5.548464 0.675213
H: 1.705334 -7.251510 1.143681
H: 2.040752 -6.522802 3.317706
C: -3.132741 4.893186 1.419252
C: -3.893232 3.663136 1.882769
O: -3.206075 2.464952 1.550570
H: -2.973330 4.854832 0.341515
H: -3.676995 5.808276 1.662729
H: -2.150278 4.938385 1.893041
H: -4.866590 3.610016 1.394546
H: -4.055694 3.703748 2.966484
H: -2.342779 2.494104 1.985923
C: -6.224302 0.039523 -0.050763
C: -5.956139 -1.385513 -0.498378
O: -5.297095 -2.119365 0.534209
H: -5.290393 0.537970 0.213130
H: -6.718304 0.613257 -0.838713
H: -6.861860 0.050879 0.837454
H: -5.303211 -1.392480 -1.370691
H: -6.889267 -1.890383 -0.757266
H: -5.875700 -2.118758 1.303593
C: 8.605399 4.087414 0.357961
C: 9.456303 3.597434 -0.799554
O: 9.579021 2.181479 -0.799074
H: 9.035511 3.764459 1.306559
H: 8.530339 5.176694 0.358530
H: 7.598086 3.670916 0.295945
H: 10.467622 3.998394 -0.729904
H: 9.023589 3.925484 -1.752136
H: 8.685867 1.820384 -0.872592
C: -10.815846 -0.778044 -2.119511
C: -9.380933 -1.269195 -2.176516
O: -9.087906 -2.170507 -1.112027
H: -11.009259 -0.284367 -1.166990
H: -11.022555 -0.074926 -2.927523
H: -11.514163 -1.614391 -2.203304
H: -8.687894 -0.436048 -2.074594
H: -9.184661 -1.762221 -3.134531
H: -9.682106 -2.924554 -1.190973

Atoms 1-2, force components in eV/Å:
-0.79 -0.27 0.17
-0.07 -0.27 0.37

Values from the calculation:
**Spin multiplicity**: 1
**Kohn-Sham gap**: 3.63 eV
**Charge**: -1

Record 4
Density functional theory data (ωB97M-V/def2-TZVPD) for a single C10H21N3O4 molecule.

Element x y z (Å)
C: 4.249338 1.268937 -0.771365
C: 3.340992 0.778095 0.405403
O: 3.049922 2.019570 1.112009
C: 1.982077 0.212915 0.065770
N: 1.194542 0.256067 1.284100
C: 2.174604 -1.106001 -0.584946
O: 3.312497 -1.372860 -0.974294
N: 1.044984 -1.817435 -0.915575
C: -0.261314 -1.608657 -0.268195
C: -1.517700 -1.580159 -1.143856
C: -2.855377 -1.062460 -0.556288
C: -2.685568 0.419818 -0.156582
C: -3.996814 1.300440 0.119305
N: -3.732268 2.738824 0.004567
C: -0.257833 -2.629452 0.858404
O: -0.843601 -3.657763 1.002104
O: 0.443225 -2.152981 1.876454
H: 4.434072 0.471840 -1.425926
H: 3.711365 2.078505 -1.359006
H: 5.232855 1.591439 -0.596333
H: 3.897503 -0.015425 1.045532
H: 3.828519 2.506668 0.925869
H: 1.532589 0.760824 -0.831917
H: 1.527239 0.764060 2.109575
H: 0.347289 0.829858 1.049352
H: 1.220369 -2.757391 -1.207861
H: -0.235758 -0.661698 0.286589
H: -1.627678 -2.718341 -1.435879
H: -1.182225 -0.939972 -1.962329
H: -3.133233 -1.550827 0.418686
H: -3.674665 -1.117142 -1.253312
H: -2.099710 1.131523 -1.000033
H: -2.158356 0.594965 0.754090
H: -4.762451 1.032987 -0.596928
H: -4.421956 1.078142 1.145738
H: -3.165679 2.979639 0.690753
H: -4.634959 3.182911 0.261985
H: 0.723179 -1.249455 1.624335

Atoms 1-2, force components in eV/Å:
-2.68 0.01 -0.78
2.02 1.10 0.03

Values from the calculation:
**Relative energy (zero: lowest compared OMol25 entry of this formula, charge and spin)**: 2.926 eV
**SMILES**: C[C@@H](O)[C@H](N)C(=O)N[C@@H](CCCCN)C(=O)O
**Spin multiplicity**: 1
**Kohn-Sham gap**: 10.14 eV

no.,F_max (eV/Å),LUMO level (Ha)
1,5.5,-0.03368
2,3.9,0.01901
3,1.8,0.07271
4,5.6,0.01545